[1]
{"formula": "C27H19CrNO3SSe4", "method": "ωB97M-V with the def2-TZVPD basis set", "spin_multiplicity": 4, "energy_ev": -336588.582, "s2": 3.830, "gap_ha": [0.23282, 0.23472], "charge": -1, "lumo_ev": [2.20, 2.19], "symbols": ["Cr", "O", "C", "C", "O", "O", "C", "C", "C", "C", "C", "C", "C", "C", "C", "C", "C", "C", "H", "H", "H", "H", "H", "H", "H", "H", "H", "H", "H", "Se", "Se", "Se", "Se", "S", "C", "C", "C", "C", "C", "C", "N", "C", "C", "C", "C", "C", "C", "C", "H", "H", "H", "H", "H", "H", "H", "H"], "xyz": [[0.015, -1.524, -1.738], [-0.746, 0.318, -0.910], [-1.554, 0.244, 0.275], [-1.951, -1.257, 0.443], [-2.816, -1.519, 1.264], [-1.246, -2.070, -0.237], [-2.791, 1.118, 0.120], [-3.348, 1.337, -1.135], [-4.485, 2.123, -1.279], [-5.089, 2.688, -0.168], [-4.551, 2.451, 1.091], [-3.414, 1.674, 1.233], [-0.661, 0.667, 1.447], [0.408, 1.530, 1.218], [1.259, 1.900, 2.248], [1.056, 1.411, 3.531], [-0.005, 0.550, 3.767], [-0.857, 0.178, 2.736], [-0.959, 1.086, -1.450], [-2.945, 0.844, -2.012], [-4.905, 2.271, -2.265], [-5.978, 3.296, -0.277], [-5.021, 2.874, 1.971], [-3.009, 1.496, 2.219], [0.604, 1.893, 0.218], [2.093, 2.560, 2.041], [1.726, 1.689, 4.335], [-0.165, 0.146, 4.759], [-1.666, -0.518, 2.915], [-1.849, -1.543, -3.472], [-2.130, -3.857, -3.421], [0.026, -4.463, -4.027], [1.172, -3.677, -2.138], [3.692, 0.083, 0.339], [2.936, -0.946, 1.519], [3.310, -1.187, 2.837], [2.549, -2.076, 3.570], [1.443, -2.718, 3.000], [1.068, -2.480, 1.693], [1.826, -1.574, 0.952], [1.598, -1.212, -0.371], [2.488, -0.375, -0.819], [2.418, 0.073, -2.208], [3.400, 0.882, -2.779], [3.302, 1.208, -4.119], [2.231, 0.712, -4.860], [1.258, -0.087, -4.273], [1.316, -0.435, -2.920], [4.170, -0.695, 3.273], [2.816, -2.283, 4.599], [0.866, -3.414, 3.595], [0.214, -2.961, 1.236], [4.235, 1.243, -2.187], [4.052, 1.832, -4.587], [2.159, 0.954, -5.915], [0.440, -0.461, -4.876]], "lowdin_charge": [0.186, -0.109, -0.275, -0.572, 0.066, -0.151, -0.114, -0.018, -0.076, -0.100, -0.079, -0.010, -0.131, -0.025, -0.095, -0.099, -0.075, -0.029, 0.117, 0.073, 0.102, 0.095, 0.099, 0.111, 0.119, 0.099, 0.099, 0.103, 0.115, 0.098, -0.069, -0.094, 0.106, 1.118, -0.457, -0.100, -0.097, -0.070, 0.010, -0.271, -0.014, -0.512, -0.253, -0.065, -0.103, -0.090, -0.114, -0.206, 0.105, 0.098, 0.105, 0.114, 0.090, 0.093, 0.096, 0.054]}



[2]
{"formula": "C18H52CdO10S8", "method": "ωB97M-V with the def2-TZVPD basis set", "energy_ev": -131218.918, "gap_ha": 0.28253, "de_lowest_kj_mol": 63.0, "lumo_ev": -0.49, "symbols": ["Cd", "O", "C", "C", "O", "H", "H", "H", "H", "C", "S", "O", "C", "H", "H", "H", "H", "H", "H", "C", "S", "O", "C", "H", "H", "H", "H", "H", "H", "C", "S", "O", "C", "H", "H", "H", "H", "H", "H", "C", "S", "O", "C", "H", "H", "H", "H", "H", "H", "C", "S", "O", "C", "H", "H", "H", "H", "H", "H", "C", "S", "O", "C", "H", "H", "H", "H", "H", "H", "C", "S", "O", "C", "H", "H", "H", "H", "H", "H", "C", "S", "O", "C", "H", "H", "H", "H", "H", "H"], "xyz": [[-0.251, 0.601, 3.029], [-0.865, 0.839, 1.060], [0.170, 0.318, 0.259], [0.976, -0.791, 0.992], [1.232, -0.686, 2.358], [0.941, 0.987, -0.125], [-0.275, -0.009, -0.680], [1.972, -0.909, 0.566], [0.441, -1.729, 0.839], [-4.162, 1.929, 1.862], [-3.379, 2.192, 3.574], [-1.946, 1.685, 3.576], [-3.353, 4.007, 3.565], [-5.146, 2.397, 1.854], [-4.189, 0.867, 1.620], [-3.595, 2.456, 1.094], [-2.586, 4.335, 2.863], [-3.111, 4.313, 4.583], [-4.328, 4.425, 3.318], [-3.008, -2.420, 1.361], [-2.655, -2.111, 3.152], [-1.578, -1.040, 3.200], [-1.911, -3.734, 3.568], [-3.836, -3.118, 1.233], [-2.059, -2.823, 1.010], [-3.166, -1.394, 1.027], [-1.414, -3.549, 4.520], [-1.275, -4.108, 2.765], [-2.620, -4.515, 3.844], [0.695, -5.472, -0.607], [1.768, -4.705, -1.906], [1.716, -5.495, -3.209], [0.610, -3.253, -2.282], [-0.079, -6.118, -1.020], [0.123, -4.757, -0.016], [1.415, -6.016, 0.005], [1.148, -2.657, -3.018], [0.545, -2.709, -1.340], [-0.357, -3.646, -2.597], [-0.456, 4.059, 0.408], [-0.706, 5.859, 0.441], [0.227, 6.393, -0.679], [-2.428, 5.692, -0.212], [-0.993, 3.607, 1.242], [0.610, 3.833, 0.408], [-0.866, 3.677, -0.527], [-3.146, 5.525, 0.591], [-2.738, 4.881, -0.870], [-2.690, 6.594, -0.765], [2.314, 0.657, -3.914], [2.284, 2.242, -4.777], [1.021, 2.139, -5.590], [1.625, 3.118, -3.233], [1.529, 0.488, -3.178], [3.258, 0.520, -3.385], [2.215, -0.088, -4.703], [0.988, 3.994, -3.358], [2.364, 3.495, -2.526], [1.029, 2.437, -2.626], [3.325, -4.103, 1.230], [3.608, -5.738, 2.158], [4.854, -5.505, 3.037], [2.115, -5.568, 3.260], [3.644, -4.202, 0.193], [3.892, -3.350, 1.779], [2.268, -3.841, 1.253], [2.013, -6.506, 3.805], [1.190, -5.343, 2.729], [2.389, -4.748, 3.924], [-1.795, 1.477, -3.810], [-3.091, 2.518, -2.964], [-4.040, 2.955, -4.088], [-3.813, 1.072, -1.959], [-2.370, 1.054, -4.634], [-1.312, 0.770, -3.136], [-1.095, 2.104, -4.362], [-4.791, 1.127, -1.483], [-3.031, 0.733, -1.280], [-3.904, 0.215, -2.627], [4.749, -0.124, -0.215], [4.951, 1.697, -0.558], [4.805, 1.944, -2.079], [3.481, 2.434, 0.219], [3.792, -0.548, -0.518], [4.752, -0.205, 0.872], [5.536, -0.827, -0.486], [2.725, 2.618, -0.545], [3.782, 3.418, 0.577], [3.320, 1.761, 1.061]], "lowdin_charge": [1.369, -0.453, -0.387, -0.420, -0.434, 0.063, 0.078, 0.067, 0.063, -0.195, 0.909, -0.690, -0.240, 0.054, 0.037, 0.042, 0.035, 0.054, 0.064, -0.204, 0.882, -0.676, -0.237, 0.062, 0.036, 0.032, 0.053, 0.039, 0.057, -0.257, 0.845, -0.570, -0.210, 0.059, 0.030, 0.019, 0.039, 0.013, 0.057, -0.271, 0.857, -0.578, -0.264, 0.019, 0.042, 0.041, 0.028, 0.022, 0.053, -0.283, 0.892, -0.590, -0.238, 0.035, 0.027, 0.050, 0.055, 0.026, 0.017, -0.239, 0.841, -0.582, -0.253, 0.011, 0.054, 0.018, 0.042, 0.024, 0.054, -0.233, 0.828, -0.577, -0.250, 0.056, 0.040, 0.023, 0.042, 0.021, 0.039, -0.249, 0.872, -0.593, -0.249, 0.028, 0.041, 0.053, 0.022, 0.050, 0.045]}